Record 1
5 unconnected molecules or ions with the total composition C38H48BrO25PS4 in a non-equilibrium geometry, computed with ωB97M-V with the def2-TZVPD basis set.

Structure (ORCA input):
```
! wB97M-V def2-TZVPD RIJCOSX def2/J DEFGRID3
* xyz 0 1
C 0.5926 -2.5703 5.2965
O -0.8450 -2.7335 5.3210
C -1.3402 -2.3688 4.0441
C -2.8767 -2.1291 4.1250
C -3.1878 -1.0247 5.1810
C -4.4117 -0.1319 4.7148
C -3.8946 0.8314 3.6360
C -3.0432 1.8828 4.0793
C -2.6914 2.1013 5.5550
C -3.7233 3.1423 6.1072
O -4.1996 2.9714 7.2014
C -2.4904 2.7776 3.1451
C -2.8212 2.6242 1.7668
C -3.6699 1.6044 1.3493
P -3.9670 1.5014 -0.5007
O -3.6750 -0.0700 -0.9920
O -5.5678 1.9096 -0.8042
C -4.2424 0.6807 2.2841
C -5.1659 -0.4151 1.7637
C -6.5547 -0.4756 2.4198
C -7.0411 -1.7583 2.7429
C -8.2959 -1.9787 3.3076
C -9.1138 -0.8793 3.6073
C -8.6442 0.3982 3.2900
C -7.3917 0.6252 2.6953
C -6.9751 2.0552 2.3448
C -2.1488 3.6276 0.8243
O -2.6670 4.1124 -0.1511
C -0.7360 4.0241 1.2419
C 0.3271 4.2215 0.1445
C 0.9671 2.7913 -0.0829
C 2.5011 2.8100 0.0640
O 3.2049 3.4665 -0.6646
O 3.1169 2.0947 1.0589
C -0.4191 4.1626 2.5338
C 0.9801 4.5261 3.0242
C 1.2974 6.0334 3.0644
O 2.4329 6.3779 3.1937
Br -0.0651 7.4252 2.9615
C -1.5316 3.8994 3.5468
O -1.6433 4.5540 4.5592
H 0.8173 -1.6411 5.8466
H 0.9380 -2.4812 4.2517
H 1.0525 -3.4578 5.7591
H -1.2060 -3.1695 3.2862
H -0.9171 -1.4070 3.6850
H -3.1361 -1.6854 3.1463
H -3.4354 -3.0614 4.2944
H -2.2793 -0.4022 5.2309
H -3.4560 -1.4273 6.1691
H -5.1716 -0.8380 4.3601
H -4.7910 0.4865 5.5476
H -1.6922 2.5461 5.6865
H -2.8155 1.2164 6.1852
H -4.0364 4.0002 5.4648
H -4.5000 -0.3532 -1.4306
H -5.5124 2.4691 -1.5906
H -5.3069 -0.4075 0.6757
H -4.6735 -1.3777 1.9983
H -6.4378 -2.6481 2.5195
H -8.6279 -3.0030 3.5073
H -10.0866 -1.0505 4.0774
H -9.3148 1.2307 3.5368
H -6.9484 2.2493 1.2626
H -7.7353 2.7288 2.7838
H -6.0303 2.3140 2.8473
H 1.0751 4.9736 0.4154
H -0.2339 4.4448 -0.7735
H 0.6873 2.3633 -1.0558
H 0.6070 2.1151 0.7139
H 2.4591 1.4981 1.4541
H 1.1013 4.1550 4.0585
H 1.7334 3.9939 2.4243
O -3.4788 -0.2862 -4.1951
S -2.2552 -0.5770 -3.5315
O -1.9081 0.0197 -2.3020
O -1.0497 -0.3762 -4.5873
C -0.3101 -1.5936 -4.7169
C -1.3112 -2.6926 -4.4284
O -2.1267 -2.1745 -3.3741
H 0.4947 -1.5851 -3.9774
H 0.1161 -1.6747 -5.7145
H -0.8354 -3.6211 -4.1227
H -1.9531 -2.8807 -5.2927
O 1.3188 -0.3534 0.5480
S 1.8155 -1.5288 -0.0804
O 1.0727 -2.7334 -0.1290
O 3.2729 -1.8334 0.5220
C 4.2408 -1.8521 -0.5382
C 3.6891 -0.9181 -1.5870
O 2.2719 -1.1488 -1.5738
H 4.3143 -2.8732 -0.9151
H 5.2128 -1.5322 -0.1711
H 4.1013 -1.1118 -2.5709
H 3.8646 0.1274 -1.3179
O 5.4930 -2.8116 -3.2674
S 6.0585 -2.8833 -4.5706
O 6.0087 -4.0642 -5.3515
O 7.5793 -2.3780 -4.4847
C 7.7716 -1.2636 -5.3672
C 6.4214 -0.5869 -5.4440
O 5.4776 -1.6676 -5.4471
H 8.0801 -1.6497 -6.3413
H 8.5429 -0.6019 -4.9811
H 6.3102 0.0238 -6.3360
H 6.2333 0.0266 -4.5595
O 11.3086 -1.6719 -10.2738
S 10.8159 -1.8853 -8.9632
O 10.8130 -0.8714 -7.9702
O 11.5319 -3.1943 -8.3627
C 10.5465 -4.1685 -8.0017
C 9.3853 -3.9171 -8.9406
O 9.3263 -2.4913 -9.0695
H 10.2606 -3.9958 -6.9613
H 10.9508 -5.1727 -8.1028
H 8.4458 -4.3068 -8.5558
H 9.5754 -4.3395 -9.9299
*
```

Summary:
**SMILES**: COCCCCc1c(CC=O)c2c(c(P(O)O)c1Cc1ccccc1C)C(=O)C(CCC(=O)O)=C(CC(=O)Br)C2=O.O=S1(=O)OCCO1.O=S1(=O)OCCO1.O=S1(=O)OCCO1.O=S1(=O)OCCO1
**Frontier orbital gap**: 7.0 eV
**E_HOMO**: -7.8 eV
**Relative energy (zero: lowest compared OMol25 entry of this formula, charge and spin)**: 0.0 kJ/mol

=====

Record 2
A molecular structure, C38H48IN3PSbW, computed with ωB97M-V with the def2-TZVPD basis set.

Structure (ORCA input):
```
! wB97M-V def2-TZVPD RIJCOSX def2/J DEFGRID3
* xyz 4 1
W 0.3331 0.2906 0.8236
C -1.1814 -2.4917 4.8073
C -0.3101 -1.5062 4.1076
C 0.5472 -1.9143 3.0530
C 1.5273 -1.0669 2.5556
C 1.5230 0.2957 2.9338
C 0.5991 0.7210 3.9186
C -0.2752 -0.1708 4.5131
H -0.7634 -2.6804 5.8022
H -1.2388 -3.4467 4.2908
H -2.1846 -2.0954 4.9749
H 0.5436 -2.9537 2.7506
H 2.3161 -1.4939 1.9506
H 2.3514 0.9583 2.7005
H 0.6358 1.7453 4.2636
H -0.9116 0.1607 5.3248
N -1.8423 2.3403 -0.2518
P -0.2292 2.0629 -0.6097
C 0.1852 3.1553 -1.9509
C 0.6810 2.7456 -3.1897
C 0.9568 3.6971 -4.1591
C 0.7347 5.0429 -3.9011
C 0.2511 5.4547 -2.6622
C -0.0118 4.5200 -1.6792
C 0.7524 2.6268 0.8563
C 0.1056 3.2515 1.9524
C 0.8018 4.1141 2.7732
C 2.1506 4.3737 2.5225
C 2.8074 3.7846 1.4407
C 2.1152 2.9354 0.6044
C -2.4787 1.5448 0.6651
C -3.7837 1.8338 1.0641
C -4.4050 1.0169 1.9770
C -3.7257 -0.1133 2.4557
C -2.4631 -0.3527 2.0088
N -1.7767 0.4812 1.1618
H -2.3478 3.1275 -0.6411
H 0.8466 1.7047 -3.4228
H 1.3388 3.3850 -5.1218
H 0.9440 5.7797 -4.6655
H 0.0906 6.5057 -2.4629
H -0.3580 4.8548 -0.7066
H -0.9477 3.0782 2.1405
H 0.3007 4.6075 3.5962
H 2.6880 5.0641 3.1617
H 3.8418 4.0291 1.2379
H 2.6024 2.5438 -0.2806
H -4.2877 2.6979 0.6513
H -5.4144 1.2338 2.3039
H -4.2007 -0.8050 3.1375
H -1.9272 -1.2394 2.2971
I 3.2005 0.0328 -4.5647
C 3.3535 0.0094 -2.4989
C 4.5925 0.0152 -1.8657
C 4.6216 -0.0191 -0.4821
C 3.4359 -0.0521 0.2259
N 2.2234 -0.0588 -0.3683
C 2.2091 -0.0308 -1.7175
H 5.5111 0.0429 -2.4384
H 5.5599 -0.0192 0.0565
H 3.4790 -0.0514 1.3027
H 1.2360 -0.0464 -2.1893
C -1.6616 -3.9940 1.1909
C -2.0726 -3.3170 -0.1038
C -3.5184 -2.8488 -0.1144
Sb -0.6279 -1.8904 -0.9134
C -1.7579 -1.3138 -2.6731
C -2.1551 -2.5773 -3.4359
C -1.0656 -0.2957 -3.5583
C 0.9077 -3.3534 -1.4237
C 1.5269 -3.2014 -2.8038
C 1.9587 -3.5089 -0.3338
H -2.3406 -4.8266 1.3876
H -1.7345 -3.3215 2.0468
H -0.6537 -4.4096 1.1490
H -1.9385 -4.0405 -0.9166
H -3.7332 -2.1401 0.6829
H -4.1637 -3.7155 0.0471
H -3.8194 -2.4061 -1.0627
H -2.6478 -0.8612 -2.2266
H -1.2950 -3.0920 -3.8637
H -2.7965 -2.2824 -4.2693
H -2.7245 -3.2874 -2.8382
H -0.1190 -0.6641 -3.9625
H -0.8935 0.6466 -3.0350
H -1.7078 -0.0649 -4.4110
H 0.2570 -4.2340 -1.4180
H 2.2742 -2.4109 -2.8236
H 0.8016 -3.0137 -3.5942
H 2.0419 -4.1312 -3.0563
H 2.6486 -2.6627 -0.3195
H 2.5532 -4.4010 -0.5415
H 1.5282 -3.6378 0.6612
*
```

Summary:
**Frontier orbital gap (spin up / spin down)**: 5.8 / 5.8 eV
**E_HOMO (spin up / spin down)**: -19.0 / -19.0 eV

=====

Record 3
6 unconnected molecules or ions with the total composition C38H49Br2FIN6O3P2, computed with ωB97M-V with the def2-TZVPD basis set.

Structure (ORCA input):
```
! wB97M-V def2-TZVPD RIJCOSX def2/J DEFGRID3
* xyz 1 1
C 1.6851 4.6100 -3.4978
C 0.8475 5.8592 -3.3032
O 0.3142 5.8780 -1.9780
C -1.0906 5.7620 -1.9207
C -1.5108 5.5795 -0.4582
C -2.8190 4.7899 -0.2695
C -2.8196 3.8304 0.9414
C -3.4399 2.4455 0.6981
C -2.6541 1.4909 -0.2207
I -3.4612 1.4962 -2.2602
C -1.1531 1.7333 -0.3520
N -0.6451 0.4179 -0.8229
P 1.0085 0.0632 -1.4501
O 0.7272 0.8120 -2.8685
Br 2.0409 1.6526 -0.2933
C -1.5432 -0.5180 -0.6951
P -1.6879 -2.1292 -1.6061
O -0.4103 -2.0151 -2.6118
Br -0.8156 -3.4196 -0.0655
C -2.6830 -0.0150 0.1725
C -2.4984 -0.3605 1.6678
C -1.1606 -0.0990 2.3290
F -2.7828 -1.7200 1.7627
H 2.5018 4.5846 -2.7722
H 1.0793 3.7057 -3.3851
H 2.1172 4.6158 -4.5047
H 1.4892 6.7407 -3.4012
H 0.0394 5.9232 -4.0390
H -1.5512 6.6731 -2.3310
H -1.4429 4.9220 -2.5430
H -1.6093 6.5736 -0.0162
H -0.6683 5.1007 0.0580
H -3.0823 4.2657 -1.1917
H -3.6239 5.5097 -0.0970
H -3.4223 4.2817 1.7361
H -1.8162 3.7247 1.3688
H -3.5744 1.9570 1.6675
H -4.4497 2.5663 0.2948
H -0.6582 1.9573 0.5972
H -0.8598 2.5223 -1.0481
H 1.5426 1.0720 -3.3190
H -0.6981 -1.9992 -3.5330
H -3.6337 -0.4753 -0.1076
H -3.2878 0.1473 2.2257
H -1.1521 -0.5990 3.2986
H -0.3140 -0.4647 1.7429
H -1.0258 0.9707 2.5188
N 0.6984 -9.3186 -1.0194
C -0.2016 -9.9795 -0.2939
C -1.2070 -9.3590 0.4342
C -1.2821 -7.9765 0.4083
C -0.3518 -7.2762 -0.3435
C 0.6142 -7.9915 -1.0359
H -0.1091 -11.0596 -0.2933
H -1.9074 -9.9475 1.0104
H -2.0512 -7.4568 0.9662
H -0.3703 -6.1957 -0.3980
H 1.3585 -7.4773 -1.6350
N -0.2925 -10.7210 4.3186
C -0.0593 -9.5648 3.7030
C -0.6694 -8.3697 4.0582
C -1.5714 -8.3708 5.1112
C -1.8240 -9.5695 5.7595
C -1.1627 -10.7095 5.3278
H 0.6504 -9.6012 2.8832
H -0.4360 -7.4601 3.5199
H -2.0656 -7.4640 5.4322
H -2.5179 -9.6158 6.5879
H -1.3345 -11.6637 5.8137
N -2.2623 -6.7843 7.8522
C -3.1589 -6.2858 8.7023
C -2.8800 -5.9960 10.0289
C -1.5998 -6.2377 10.5016
C -0.6565 -6.7563 9.6296
C -1.0362 -7.0103 8.3204
H -4.1510 -6.1146 8.2988
H -3.6495 -5.5941 10.6734
H -1.3430 -6.0279 11.5317
H 0.3536 -6.9644 9.9544
H -0.3262 -7.4203 7.6094
N 5.0688 7.5964 -3.9546
C 5.5095 8.7984 -4.3238
C 5.3181 9.9469 -3.5701
C 4.6215 9.8473 -2.3761
C 4.1465 8.6052 -1.9843
C 4.4037 7.5191 -2.8053
H 6.0388 8.8406 -5.2693
H 5.7021 10.8960 -3.9172
H 4.4475 10.7230 -1.7645
H 3.5897 8.4785 -1.0660
H 4.0569 6.5257 -2.5380
N 2.8331 6.8984 -7.8267
C 2.6196 6.0324 -8.8151
C 3.1752 4.7615 -8.8570
C 3.9999 4.3677 -7.8151
C 4.2319 5.2582 -6.7786
C 3.6279 6.5062 -6.8311
H 1.9738 6.3767 -9.6155
H 2.9691 4.1031 -9.6899
H 4.4601 3.3875 -7.8163
H 4.8749 5.0073 -5.9452
H 3.7962 7.2219 -6.0378
*
```

Summary:
**Frontier orbital gap**: 5.9 eV
**E_HOMO**: -10.7 eV

=====

Record 4
A molecular structure, C38H49Br2HfNO4S2 in a non-equilibrium geometry, computed with ωB97M-V with the def2-TZVPD basis set.

Structure (ORCA input):
```
! wB97M-V def2-TZVPD RIJCOSX def2/J DEFGRID3
* xyz 2 1
Hf -0.0762 -0.0896 0.1941
C 7.0469 -0.5801 1.4591
C 6.7551 0.9272 1.3947
C 7.3653 1.4926 0.1071
C 7.4021 1.6363 2.5879
C 5.2443 1.0696 1.3957
C 4.5253 0.8884 0.2200
C 3.1523 0.8847 0.2861
Br 2.1046 0.7028 -1.3577
C 2.3889 1.0171 1.4528
O 1.0616 0.8266 1.3896
C 3.1175 1.3504 2.6165
C 4.5087 1.3357 2.5432
C 2.5032 1.8642 3.9171
C 2.9350 3.3352 4.0514
C 0.9751 1.8358 3.9395
C 3.0030 1.0617 5.1259
H 8.1189 -0.7524 1.4532
H 6.6123 -1.0923 0.6035
H 6.6327 -1.0166 2.3641
H 8.4452 1.5475 0.2127
H 6.9948 2.4954 -0.0862
H 7.1533 0.8617 -0.7523
H 8.4830 1.6100 2.4808
H 7.1536 1.1508 3.5279
H 7.0956 2.6789 2.6245
H 5.0050 0.7805 -0.7358
H 5.0500 1.5677 3.4424
H 2.5835 3.9076 3.1960
H 4.0146 3.4371 4.1011
H 2.5074 3.7648 4.9535
H 0.5702 2.4306 3.1266
H 0.6286 2.2662 4.8757
H 0.5980 0.8166 3.8681
H 4.0796 1.1201 5.2460
H 2.7247 0.0132 5.0367
H 2.5506 1.4551 6.0323
O -1.9314 -1.2179 0.4007
S -3.1531 -2.1226 0.5366
C -3.9116 -2.1749 -1.1424
C -2.9949 -2.6539 -2.2667
C -2.9269 -1.6721 -3.4414
C -2.1633 -0.4005 -3.1102
S -0.3527 -0.5028 -2.7911
O -0.1781 -1.2654 -1.4598
C 0.1009 -1.7654 -3.9891
C 0.0031 -1.4679 -5.3419
C 0.3912 -2.4175 -6.2717
C 0.8904 -3.6405 -5.8480
C 1.0066 -3.9194 -4.4957
C 0.6153 -2.9769 -3.5605
C -2.5119 -3.8110 0.5557
C -1.2172 -4.0996 0.1642
C -0.7787 -5.4134 0.1610
C -1.6416 -6.4267 0.5417
C -2.9360 -6.1280 0.9399
C -3.3739 -4.8158 0.9663
H -4.2515 -1.1521 -1.3047
H -4.7857 -2.8124 -1.0219
H -3.3418 -3.6195 -2.6385
H -1.9806 -2.7960 -1.8938
H -3.9363 -1.3872 -3.7544
H -2.4545 -2.1756 -4.2863
H -2.5415 0.0763 -2.2086
H -2.2274 0.3187 -3.9273
H -0.3632 -0.5060 -5.6673
H 0.3001 -2.2015 -7.3257
H 1.1942 -4.3740 -6.5770
H 1.3990 -4.8680 -4.1633
H 0.7205 -3.1791 -2.5063
H -0.5656 -3.3040 -0.1680
H 0.2226 -5.6456 -0.1650
H -1.3059 -7.4498 0.5227
H -3.6100 -6.9174 1.2235
H -4.3787 -4.5788 1.2795
C -1.8888 1.8054 1.2809
C -2.0351 1.8654 -0.2466
C -2.1775 3.3138 -0.7226
O -0.9256 1.2382 -0.8380
H -2.7919 2.1666 1.7738
H -1.0489 2.4335 1.5833
H -1.7052 0.7642 1.5967
H -2.9606 1.3178 -0.5279
H -1.2368 3.8392 -0.5819
H -2.9526 3.8199 -0.1531
H -2.4385 3.3490 -1.7769
Br 2.0381 -2.2808 0.5085
C 0.9699 -2.4731 2.0802
C 1.1827 -3.4955 2.9871
C 0.3338 -3.5615 4.0834
C -0.6727 -2.6136 4.2122
C -0.7894 -1.6289 3.2455
N 0.0169 -1.5537 2.1821
H 1.9771 -4.2101 2.8444
H 0.4663 -4.3341 4.8258
H -1.3538 -2.6330 5.0462
H -1.5553 -0.8698 3.3175
*
```

Summary:
**Frontier orbital gap**: 7.9 eV
**E_HOMO**: -12.9 eV
**Relative energy (zero: lowest compared OMol25 entry of this formula, charge and spin)**: 134.8 kJ/mol